Record 1
{"formula": "C16H40B2BeBr2CaClF4N3O5S", "method": "ωB97M-V/def2-TZVPD", "elements": ["C", "C", "C", "O", "C", "B", "O", "N", "C", "C", "C", "C", "N", "C", "C", "C", "C", "C", "C", "O", "Br", "C", "S", "H", "H", "H", "H", "H", "H", "H", "H", "H", "H", "H", "H", "H", "H", "H", "H", "H", "H", "H", "H", "H", "H", "H", "H", "H", "H", "H", "H", "H", "H", "H", "C", "O", "H", "H", "H", "H", "O", "H", "N", "H", "H", "H", "H", "Cl", "Be", "Br", "B", "F", "F", "F", "F", "Ca"], "positions_angstrom": [[-1.736400, -2.996397, -2.425605], [-2.012909, -1.378275, -2.739132], [-2.386928, -0.701349, -1.284924], [-1.998553, 0.702161, -1.133030], [-0.769392, 0.885458, -0.349505], [-1.166616, 0.863945, 1.279999], [-2.574456, 1.064508, 1.771452], [-0.136846, 0.588454, 2.390172], [-0.649630, 1.120905, 3.739091], [0.026033, -0.934710, 2.548977], [0.443776, -0.147945, -0.737314], [1.936739, 0.318220, -0.212281], [2.232590, 1.642811, -0.889592], [3.703485, 2.042638, -0.857109], [4.586956, 1.378915, -2.100944], [5.519872, 0.115665, -1.596394], [1.300442, 2.728962, -0.361254], [1.667562, 3.102807, 1.211101], [2.368336, 4.598296, 1.378603], [3.553277, 4.953013, 0.870772], [1.409456, 6.001464, 2.470242], [-0.289274, 2.460613, -0.640613], [-1.444881, 3.731074, 0.157511], [-1.094981, -3.154818, -1.438150], [-1.102632, -3.514717, -3.290132], [-2.744238, -3.595430, -2.256043], [-1.026803, -0.980277, -3.226758], [-2.942569, -1.370639, -3.475883], [-2.011473, -1.431706, -0.453923], [-3.579384, -0.725708, -1.220397], [-3.115701, 1.551152, 1.067281], [-0.953106, 2.246583, 3.592872], [0.255486, 1.016464, 4.503656], [-1.549075, 0.471847, 4.150344], [1.158055, -1.230175, 2.611156], [-0.510982, -1.360536, 3.499168], [-0.431493, -1.477129, 1.618111], [0.228839, -1.277286, -0.449550], [0.512403, -0.145364, -1.929300], [2.060624, 0.320624, 0.951661], [2.710124, -0.487626, -0.624041], [2.002208, 1.500499, -1.918969], [4.202378, 1.789870, 0.188863], [3.715104, 3.216492, -1.070528], [3.947988, 1.154532, -3.058574], [5.353680, 2.235605, -2.417831], [4.860072, -0.847320, -1.509849], [6.386412, -0.015489, -2.400321], [6.022774, 0.316717, -0.535257], [1.584674, 3.709307, -0.981279], [2.453893, 2.341159, 1.687725], [0.744814, 3.096838, 1.930876], [-0.447693, 2.600263, -1.816088], [-0.825781, 4.973299, -0.165441], [2.618801, -3.450555, 0.682730], [1.332510, -3.406591, 0.093079], [2.769309, -2.544906, 1.275067], [2.692697, -4.325339, 1.333413], [3.378575, -3.501043, -0.101134], [1.227808, -4.222249, -0.425701], [-5.527767, -1.331552, -0.314022], [-5.242655, -0.586863, 0.183344], [-6.370247, 0.752855, -2.209336], [-5.835293, 0.560127, -3.064342], [-6.047665, 0.133201, -1.456858], [-6.229738, 1.731097, -1.930969], [-7.368075, 0.586970, -2.385221], [-7.532864, -0.076902, -3.757135], [-2.215541, -0.788764, 3.881109], [7.970655, -0.924267, -2.850935], [-2.713166, -4.704867, 4.279066], [-1.330248, -5.071380, 4.537467], [-3.105910, -5.189784, 2.965947], [-3.569631, -5.300462, 5.291690], [-2.846985, -3.257854, 4.321245], [4.499169, 1.850871, -4.402126]], "atomic_forces_ev_per_a": [[0.295, -0.484, 0.089], [0.029, -1.819, 0.666], [-2.019, -1.595, -1.163], [2.075, -0.590, 0.869], [-0.037, 0.811, 0.892], [-2.079, -0.229, 1.173], [3.233, 0.702, -2.543], [-3.048, -0.943, 1.272], [3.303, 1.478, -1.117], [0.751, -0.309, -1.676], [0.319, 0.093, -1.020], [-0.608, -2.993, -0.262], [-0.007, -0.464, -0.274], [1.198, 1.790, -0.841], [0.659, -0.258, 3.070], [-1.451, 0.375, 0.218], [-0.510, 3.166, 0.963], [0.684, 0.214, 1.051], [5.672, 1.795, -2.374], [-7.782, -2.896, 2.868], [0.838, -1.834, -1.199], [0.651, -0.817, -2.375], [1.443, 0.183, -0.444], [-1.288, 0.515, -1.948], [-1.613, 1.186, 1.728], [2.141, 1.376, -0.461], [-2.023, -0.363, 0.825], [2.196, 0.433, 1.490], [-0.453, 1.666, -1.187], [2.521, -0.058, 0.140], [0.744, -1.307, 1.188], [0.130, -2.409, 0.679], [-2.287, 0.125, -1.308], [0.808, 1.678, 0.214], [-2.209, 0.352, 0.295], [0.929, 0.366, -1.049], [0.901, 0.703, 1.848], [0.590, 2.427, -0.472], [-0.170, -0.054, 2.363], [-0.319, 0.595, -2.330], [-1.609, 1.816, 0.841], [-0.092, 0.127, 1.639], [-1.132, 0.547, -2.448], [-0.016, -2.419, 1.045], [-0.917, -1.874, 5.659], [-1.071, -1.117, 0.533], [1.249, 1.767, -0.317], [-1.395, -0.160, 1.522], [-1.219, 0.018, -2.396], [-0.633, -2.139, 1.248], [-1.642, 1.717, -1.129], [1.674, -0.028, -1.788], [0.417, -0.437, 2.398], [-0.468, -1.704, 0.177], [0.098, -0.412, -0.065], [-0.387, 0.113, -0.477], [-0.066, -0.043, -0.003], [0.248, 0.171, 0.062], [0.231, -0.005, 0.178], [-0.164, 0.369, 0.323], [-0.164, -0.061, -1.459], [0.429, 1.026, 1.316], [5.278, 3.697, 4.652], [-0.186, 0.139, 0.669], [0.326, -1.239, 0.881], [0.179, 0.115, 0.103], [-1.171, 0.086, 0.721], [-4.489, -3.529, -6.785], [-1.517, -2.544, -0.355], [0.749, -0.035, -1.065], [-0.205, -3.269, 0.113], [-1.598, 1.028, -0.413], [0.653, 1.178, 1.713], [1.347, 1.415, -1.556], [0.376, 1.433, -0.208], [2.679, 1.643, -5.187]], "mol_weight_g_mol": 728.5, "e_lumo_ev": -9.8, "total_charge": 2, "multiplicity": 1, "homo_lumo_gap_ha": 0.0494}

---

Record 2
{"formula": "C16H40BN3O5", "method": "ωB97M-V/def2-TZVPD", "elements": ["H", "N", "C", "N", "N", "C", "C", "C", "C", "B", "C", "C", "C", "C", "C", "C", "O", "C", "C", "O", "H", "H", "H", "H", "H", "H", "H", "H", "H", "H", "H", "H", "H", "H", "H", "H", "H", "H", "H", "H", "H", "H", "H", "H", "H", "H", "H", "C", "O", "H", "H", "H", "H", "C", "O", "H", "H", "H", "H", "C", "O", "H", "H", "H", "H"], "positions_angstrom": [[-0.502076, -0.569194, 3.358760], [-0.435841, -1.556984, 3.041014], [0.854150, -1.821286, 2.982090], [1.767166, -0.694199, 3.313877], [1.366184, -3.152158, 2.562592], [1.714250, -2.978460, 1.122626], [2.414601, -4.246791, 0.444851], [3.688581, -3.910563, -0.454553], [3.344113, -3.496150, -1.968276], [2.770481, -1.974219, -2.076699], [3.213389, -0.878073, -3.183600], [3.354990, 0.543870, -2.453859], [2.100774, 1.529734, -2.610328], [0.697950, 0.824078, -2.889331], [0.011333, 0.204925, -1.553029], [-0.832508, -1.118907, -1.868714], [-1.762195, -0.939090, -2.986518], [-2.917635, -0.252968, -2.519334], [-3.083937, 1.281252, -2.891705], [-3.771273, -0.879092, -1.876595], [2.152229, -0.806563, 4.258359], [2.501583, -0.595267, 2.604314], [0.539731, -3.763488, 2.667100], [2.434010, -2.086829, 1.021699], [0.799063, -2.714041, 0.484076], [2.781566, -4.911592, 1.308313], [1.626062, -4.856273, -0.104872], [4.363451, -3.151274, 0.065462], [4.306298, -4.879487, -0.515038], [4.245083, -3.602197, -2.655364], [2.509500, -4.184882, -2.353793], [1.988816, -1.662577, -1.225949], [2.587457, -0.871654, -4.130074], [4.277648, -1.175131, -3.514771], [3.681293, 0.419824, -1.358755], [4.243628, 1.073605, -2.959425], [1.996583, 2.084149, -1.605930], [2.287582, 2.360296, -3.381592], [0.694603, 0.068228, -3.733964], [-0.022033, 1.660261, -3.216451], [-0.736138, 0.962858, -1.132016], [0.799383, 0.056100, -0.742523], [-0.202615, -2.026063, -2.125879], [-1.401711, -1.377195, -0.903817], [-4.197331, 1.453905, -3.090849], [-2.476681, 1.581909, -3.813540], [-2.696098, 1.921131, -2.007759], [-2.716585, 4.484799, 0.181392], [-1.954802, 3.853938, -0.843441], [-3.637006, 3.921733, 0.333707], [-2.141280, 4.496874, 1.111175], [-2.962633, 5.504565, -0.117597], [-1.148969, 4.370564, -0.957825], [-1.511613, -3.383720, 6.424225], [-2.617363, -3.052860, 5.600213], [-1.881340, -3.835883, 7.344614], [-0.866379, -4.096975, 5.904128], [-0.949648, -2.477500, 6.666310], [-2.261645, -2.654697, 4.792950], [-5.026292, 7.707088, 1.601168], [-4.265505, 7.080123, 0.577042], [-5.945732, 7.141798, 1.750915], [-4.453967, 7.719142, 2.532207], [-5.274998, 8.729061, 1.304227], [-3.459704, 7.598471, 0.464357]], "atomic_forces_ev_per_a": [[-0.016, -0.800, -0.302], [3.010, -0.663, 0.333], [-1.992, 1.020, 0.360], [-0.378, -1.505, -0.645], [-1.129, 2.252, -0.022], [0.507, 0.062, -1.707], [0.301, -0.069, 1.124], [0.011, -1.120, -0.434], [-0.080, 0.674, 0.087], [0.302, -0.735, -0.747], [1.204, -0.268, 0.656], [0.619, 0.664, -1.067], [-0.364, 0.050, 0.841], [-0.905, 0.932, 0.624], [-0.194, 0.147, -0.833], [0.562, -0.161, 1.351], [-0.430, 1.402, 1.588], [-1.837, -0.988, 0.702], [0.297, -0.368, -0.034], [2.499, 1.996, -1.753], [0.044, -0.093, -0.703], [-0.135, -0.208, 0.712], [0.575, 0.305, -0.314], [-1.006, -1.293, 0.311], [1.066, -0.178, 1.004], [-0.510, 0.946, -1.184], [1.124, 0.780, 0.440], [-0.996, -0.833, -0.662], [-0.838, 1.401, 0.140], [-1.042, -0.158, 0.895], [1.126, 0.774, 0.477], [0.109, 0.099, -0.117], [0.642, 0.150, 1.201], [-1.514, 0.358, 0.265], [-0.721, 0.053, -1.513], [-1.225, -0.704, 0.856], [0.046, -0.673, -1.460], [-0.137, -1.472, 0.913], [0.219, 0.865, 1.086], [1.087, -1.235, 0.246], [1.092, -0.890, -0.550], [-1.122, -0.168, -1.052], [-0.588, 1.264, 0.127], [0.589, 0.197, -1.508], [1.663, -0.128, 0.486], [-0.828, -0.638, 1.303], [-0.813, -1.029, -1.387], [0.310, 0.236, -0.137], [0.200, -0.222, -0.151], [0.102, 0.024, -0.095], [-0.176, 0.049, 0.127], [-0.111, -0.268, 0.182], [-0.132, -0.165, -0.052], [-0.054, 0.160, -0.356], [-0.051, 0.073, -0.116], [-0.045, 0.047, -0.106], [0.173, -0.025, 0.203], [0.176, -0.124, 0.155], [-0.115, -0.089, 0.098], [0.207, 0.158, -0.057], [-0.027, 0.142, -0.005], [0.122, -0.011, -0.092], [-0.178, 0.077, 0.108], [-0.136, 0.017, 0.185], [-0.156, -0.091, -0.026]], "smiles": "[H]/N=C(\\N)NCCCCBCCCCCCOC(C)=O.CO.CO.CO", "mol_weight_g_mol": 365.3, "e_lumo_ev": 0.4, "multiplicity": 1, "homo_lumo_gap_ha": 0.3761}

---

Record 3
{"formula": "C16H40Br12FIN2O4P2Si2", "method": "ωB97M-V/def2-TZVPD", "elements": ["C", "C", "I", "C", "Si", "F", "O", "Si", "C", "N", "P", "N", "O", "P", "O", "O", "H", "H", "H", "H", "H", "H", "H", "H", "H", "H", "H", "H", "H", "H", "H", "H", "Br", "C", "C", "Br", "H", "H", "H", "H", "Br", "C", "C", "Br", "H", "H", "H", "H", "Br", "C", "C", "Br", "H", "H", "H", "H", "Br", "C", "C", "Br", "H", "H", "H", "H", "Br", "C", "C", "Br", "H", "H", "H", "H", "Br", "C", "C", "Br", "H", "H", "H", "H"], "positions_angstrom": [[-1.233491, -1.389101, 1.672758], [-0.272641, -2.427611, 1.102923], [1.208662, -3.058386, 2.554468], [0.394356, -2.021135, -0.200739], [1.552101, -0.549533, -0.057928], [1.435133, 0.142889, 1.351060], [1.382612, 0.540237, -1.296889], [0.052614, 1.561540, -1.389105], [-0.167804, 2.726124, 0.071052], [-1.047989, 2.177677, 1.149459], [0.433394, 2.812485, -3.250959], [-0.223023, 4.399550, -2.896168], [2.089541, 3.016725, -3.380415], [-1.875400, 0.452967, -1.804840], [-2.881899, 1.671907, -2.240408], [-1.511653, -0.243111, -3.265264], [-2.228170, -1.791338, 1.572822], [-1.214524, -0.454223, 1.127324], [-0.987347, -1.169706, 2.698289], [-0.815406, -3.331522, 0.897422], [-0.343804, -1.889564, -0.984253], [1.008084, -2.862034, -0.498491], [2.931339, -1.045352, -0.158265], [0.780262, 3.087781, 0.432568], [-0.657296, 3.597799, -0.353959], [-0.537830, 2.268779, 2.020248], [-1.843361, 2.790997, 1.266706], [-1.225478, 4.277720, -3.015727], [0.066933, 4.986284, -3.672100], [2.530301, 2.267453, -2.945483], [-3.716594, 1.258145, -2.513141], [-1.491974, -1.203261, -3.134916], [3.477818, 3.084713, -0.390146], [3.987685, 4.899568, -0.861522], [4.099571, 5.765313, 0.362948], [2.336792, 6.257476, 1.023218], [3.247637, 5.258509, -1.569606], [4.950168, 4.811243, -1.360357], [4.594650, 6.704595, 0.128576], [4.620574, 5.277765, 1.179503], [6.274301, -0.376048, -1.222574], [6.403402, 0.110072, -3.099947], [5.191825, 0.869715, -3.566366], [3.661060, -0.299885, -3.823833], [6.556924, -0.810800, -3.651133], [7.291231, 0.733670, -3.178552], [5.380115, 1.319200, -4.538710], [4.884061, 1.639684, -2.865030], [-5.103126, -3.282391, 3.659556], [-5.652479, -4.322638, 2.107732], [-4.490467, -4.607495, 1.198088], [-3.995106, -3.036758, 0.158951], [-6.443309, -3.764599, 1.617986], [-6.057521, -5.250234, 2.508930], [-4.755221, -5.367540, 0.467129], [-3.602633, -4.918821, 1.738135], [-7.319787, -6.744442, 4.749519], [-8.273115, -5.060529, 4.961046], [-9.744010, -5.218364, 4.691591], [-10.107837, -5.351091, 2.784027], [-7.799213, -4.345477, 4.297792], [-8.101631, -4.761377, 5.992137], [-10.288268, -4.339774, 5.029261], [-10.163585, -6.104712, 5.154318], [7.593011, -6.504525, -2.372140], [7.764192, -5.013046, -3.608119], [7.076646, -3.778802, -3.089486], [5.144359, -3.895206, -3.279726], [7.363973, -5.345714, -4.559408], [8.833547, -4.839870, -3.704444], [7.374024, -2.910285, -3.672584], [7.276790, -3.594493, -2.039489], [-1.350885, 5.065236, 4.763129], [-1.180045, 5.554447, 2.888479], [-2.406144, 6.265316, 2.385077], [-3.880709, 5.032978, 2.066101], [-0.968747, 4.640754, 2.344119], [-0.313868, 6.210647, 2.840687], [-2.206654, 6.725921, 1.420174], [-2.769641, 7.016912, 3.076913]], "atomic_forces_ev_per_a": [[0.388, -0.196, -0.057], [-0.275, 0.337, -0.277], [-0.026, -0.047, -0.100], [0.439, 0.310, 0.517], [1.117, -1.194, -1.273], [-0.340, 0.725, 0.673], [-1.132, -0.111, 0.760], [0.733, 1.697, -0.193], [-0.971, -0.550, 0.072], [0.535, 0.281, 0.109], [-0.373, -0.955, -1.794], [0.740, -0.102, 0.555], [-0.242, 0.224, 0.608], [-0.394, -1.262, 0.701], [0.089, 0.120, -0.397], [0.346, -0.141, -0.018], [-0.318, 0.101, 0.362], [0.131, 0.240, -0.156], [-0.233, 0.124, 0.380], [-0.148, -0.533, 0.182], [-0.400, 0.117, -0.056], [0.379, -0.129, -0.390], [0.083, 0.137, -0.001], [0.407, 0.047, 0.221], [-0.003, 0.304, -0.320], [-0.040, -0.376, 0.155], [-0.249, -0.039, -0.084], [-0.115, 0.052, 0.052], [-0.072, 0.124, -0.052], [-0.046, 0.246, 0.005], [0.107, 0.355, 0.189], [-0.169, 0.274, -0.191], [0.141, -0.054, 0.039], [0.113, -0.197, -0.057], [-0.130, 0.203, -0.033], [-0.006, -0.032, 0.088], [-0.046, -0.001, 0.010], [0.039, 0.033, 0.044], [-0.007, 0.001, -0.057], [-0.002, -0.057, 0.000], [-0.020, -0.080, -0.033], [0.109, 0.141, 0.244], [-0.135, -0.102, -0.227], [-0.027, 0.103, 0.051], [-0.080, -0.008, -0.080], [-0.005, 0.022, -0.018], [0.024, 0.004, -0.007], [0.083, 0.005, 0.068], [-0.030, 0.045, -0.063], [-0.002, -0.082, 0.251], [-0.023, 0.051, -0.249], [-0.098, -0.115, -0.128], [0.013, 0.016, -0.058], [0.031, -0.027, -0.013], [-0.049, -0.014, 0.016], [-0.007, -0.004, 0.057], [0.022, 0.051, -0.066], [0.068, -0.162, 0.155], [-0.080, 0.136, -0.173], [0.008, -0.057, 0.031], [-0.013, 0.043, -0.001], [-0.031, 0.011, 0.015], [0.033, 0.028, 0.016], [0.025, -0.030, 0.022], [-0.041, 0.002, -0.060], [0.153, -0.103, 0.166], [-0.212, 0.038, -0.104], [0.082, -0.022, 0.065], [-0.040, 0.030, -0.024], [0.004, 0.044, 0.008], [0.060, -0.023, -0.033], [0.034, -0.011, 0.017], [-0.007, -0.077, -0.054], [0.090, 0.126, 0.242], [-0.083, -0.089, -0.250], [0.050, 0.011, 0.054], [-0.009, 0.002, -0.072], [-0.015, 0.032, -0.027], [0.047, -0.006, -0.005], [0.022, -0.001, 0.052]], "mol_weight_g_mol": 1547.4, "e_lumo_ev": 0.2, "multiplicity": 1, "homo_lumo_gap_ha": 0.2665}

---

Number 1: DFT total energy -8320.77938 Ha. Number 2: DFT total energy -1198.76450 Ha. Number 3: DFT total energy -33591.75963 Ha.